(1)
C3H10NO3 | ωB97M-V/def2-TZVPD

The geometry in XYZ format:
```
17
Properties=species:S:1:pos:R:3
O -1.0235 -0.9308 0.8622
C -0.4724 0.0811 0.5279
O -0.6645 1.3366 0.7952
C 0.7916 0.0037 -0.3963
C 2.0302 0.4492 0.3307
N 0.8370 -1.4510 -0.7819
H -1.4736 1.6625 1.2185
H 0.6007 0.6219 -1.2492
H 2.9571 0.5015 -0.2275
H 1.7397 1.3483 0.8638
H 2.2004 -0.0965 1.2661
H 0.2524 -1.9818 -0.1102
H 1.7527 -1.8493 -0.6000
H 0.6239 -1.6340 -1.7594
H -3.6325 1.3395 -0.4332
H -3.4988 -0.1018 -0.2719
O -3.0204 0.7008 -0.0347
```

Net charge ... +1
Calculated total energy ... -400.5441 Ha
E_HOMO ... -15.22 eV

---

(2)
C35H67Cl9O16 | ωB97M-V/def2-TZVPD

The geometry in XYZ format:
```
127
Properties=species:S:1:pos:R:3
C 4.6751 -1.6425 -1.6314
C 3.5129 -1.8476 -0.6934
O 3.7165 -0.9216 0.4591
C 4.5715 -1.2789 1.4267
C 4.5577 -0.2572 2.5302
O 5.2824 -2.2663 1.4203
H 5.5809 -1.8851 -1.0872
H 4.6808 -0.5706 -1.9357
H 4.6179 -2.1752 -2.6055
H 2.4986 -1.5909 -1.0353
H 3.5548 -2.8979 -0.3139
H 3.8476 -0.5725 3.3046
H 4.3642 0.7500 2.1671
H 5.5329 -0.2803 3.0609
C -4.5426 -4.8694 -3.2679
C -3.8704 -5.6424 -2.1397
O -4.2001 -4.8874 -0.8845
C -3.3185 -3.9933 -0.5043
C -3.5356 -3.5636 0.9385
O -2.4120 -3.5594 -1.2167
H -5.6466 -4.9249 -3.2743
H -4.2799 -5.2471 -4.2476
H -4.1159 -3.8344 -3.2128
H -4.2640 -6.6307 -1.8985
H -2.7751 -5.6949 -2.2628
H -4.3624 -4.0808 1.4368
H -3.6698 -2.4977 1.0399
H -2.5741 -3.8288 1.4229
C -3.2355 -0.5641 -2.0051
C -2.2881 0.6420 -1.8880
O -2.9681 1.7999 -2.4398
C -2.3424 2.9531 -2.3262
C -3.0588 3.9995 -3.0214
O -1.3341 3.1532 -1.6456
H -3.6491 -0.6747 -3.0093
H -4.0440 -0.5252 -1.2903
H -2.7017 -1.5034 -1.7683
H -2.0090 0.7889 -0.8010
H -1.3510 0.4942 -2.4699
H -4.1554 3.9491 -3.0164
H -2.6900 4.0835 -4.0412
H -2.7830 4.9124 -2.5425
C 0.5214 -4.4894 0.7476
C 1.6231 -5.4723 1.3191
O 2.4677 -4.6354 2.1466
C 3.4594 -5.2882 2.8053
C 3.9455 -4.4464 3.9387
O 3.7620 -6.4089 2.5145
H 0.1059 -3.9269 1.5907
H -0.2904 -5.0203 0.2651
H 0.9160 -3.8570 -0.0356
H 1.2038 -6.2122 1.9951
H 2.1293 -6.1051 0.6138
H 4.5912 -3.6317 3.4987
H 4.5485 -5.0573 4.5908
H 3.0604 -4.0501 4.3849
C -3.1246 2.9412 1.9201
C -4.4506 2.5771 1.2665
O -5.2035 1.7389 2.2691
C -4.8983 0.4790 2.3172
C -5.7422 -0.2199 3.3265
O -4.0537 -0.1108 1.6150
H -3.1687 3.4284 2.8968
H -2.6576 3.6475 1.2363
H -2.5192 2.0376 1.9660
H -5.2207 3.3543 1.1080
H -4.3273 1.9484 0.3761
H -5.5385 0.1950 4.3382
H -5.4713 -1.2899 3.3074
H -6.7501 0.0350 3.0534
C 3.3727 3.1558 5.0551
C 3.6365 4.4086 4.2796
O 2.4392 4.6859 3.5448
C 2.3915 4.2948 2.2472
C 1.0789 4.5936 1.6366
O 3.3962 3.8613 1.6419
H 2.5360 3.3705 5.6956
H 4.2342 2.8175 5.6013
H 3.0637 2.3659 4.3684
H 3.7936 5.3207 4.8259
H 4.4475 4.2004 3.5760
H 0.3437 3.9090 2.0290
H 1.1390 4.4180 0.5539
H 0.8223 5.6241 1.8721
C 1.9583 2.5641 -4.5844
C 0.6574 3.2614 -4.2136
O -0.5405 2.3460 -4.4048
C -0.9012 2.0383 -5.6792
C -2.0777 1.1332 -5.7532
O -0.3683 2.5683 -6.6169
H 2.7657 3.2648 -4.3772
H 1.9560 2.2093 -5.6269
H 2.0992 1.6342 -3.9794
H 0.5764 3.5858 -3.1795
H 0.4889 4.0830 -4.8921
H -2.1903 0.9797 -6.8474
H -2.9147 1.6970 -5.3264
H -1.9780 0.1553 -5.2253
C 1.3521 1.3933 -1.3302
C 0.9016 1.5090 0.1312
O 0.4366 0.1918 0.5336
C -0.0819 0.1065 1.7354
C -0.3726 -1.2771 2.2213
O -0.3237 1.1136 2.3843
H 2.2365 0.7446 -1.3463
H 1.6666 2.3976 -1.6265
H 0.5051 1.0262 -1.9298
H 1.6533 1.8120 0.9018
H 0.0943 2.2036 0.3240
H -1.3398 -1.6036 1.7627
H -0.4410 -1.3534 3.2875
H 0.5099 -1.8720 1.9553
Cl 4.2662 4.9647 -1.9159
C 4.9311 3.4108 -1.2704
Cl 6.5297 3.7516 -0.5505
Cl 5.0177 2.1825 -2.5148
H 4.2985 3.0965 -0.4406
Cl -1.2554 -3.2671 -4.4909
C 0.4401 -3.0249 -4.2551
Cl 1.1053 -4.4170 -3.1950
Cl 0.8804 -1.4834 -3.5776
H 0.9331 -3.0745 -5.2455
Cl -0.8798 0.5950 6.4369
C -1.5306 1.5452 5.0935
Cl -1.0176 3.2257 5.1763
Cl -3.3312 1.4346 5.2293
H -1.1448 1.1441 4.1924
```

Calculated total energy ... -6719.4445 Ha
E_HOMO ... -10.19 eV
Structure (SMILES) ... CCOC(C)=O.CCOC(C)=O.CCOC(C)=O.CCOC(C)=O.CCOC(C)=O.CCOC(C)=O.CCOC(C)=O.CCOC(C)=O.ClC(Cl)Cl.ClC(Cl)Cl.ClC(Cl)Cl

---

(3)
C31H45AuN5O2P2SSi | ωB97M-V/def2-TZVPD

The geometry in XYZ format:
```
88
Properties=species:S:1:pos:R:3
Au -0.2693 0.2552 -0.2723
C -1.1061 1.2733 3.4850
P -0.4186 0.1937 2.1810
C 1.4071 0.5314 2.5252
N 1.7295 0.8485 3.7536
C 3.0149 1.0771 4.0902
C 3.3607 1.4499 5.4058
C 4.6702 1.6922 5.7103
C 5.6808 1.5689 4.7300
C 5.3766 1.1858 3.4551
C 4.0324 0.9335 3.1104
N 3.6936 0.5941 1.8514
C 2.4301 0.4419 1.5422
P 2.0973 0.1079 -0.2224
C 3.2424 -1.2572 -0.5771
C 2.7777 1.5834 -1.1736
C 4.2478 1.8955 -0.8980
C 1.9245 2.7976 -0.8000
C 2.6015 1.2277 -2.6608
C -0.5403 -1.5893 2.7856
C -1.9512 -2.1282 2.5440
C 0.4862 -2.4387 2.0273
C -0.2259 -1.6379 4.2846
H -0.4034 1.3003 4.3070
H -2.0719 0.8795 3.7864
H -1.2438 2.2789 3.0829
H 2.5775 1.5395 6.1470
H 4.9444 1.9848 6.7150
H 6.7064 1.7851 4.9973
H 6.1337 1.0845 2.6882
H 4.2119 -0.9959 -0.1585
H 3.3067 -1.3945 -1.6559
H 2.8736 -2.1767 -0.1237
H 4.4344 2.1312 0.1433
H 4.5147 2.7728 -1.4922
H 4.9058 1.0778 -1.1939
H 1.9038 2.9470 0.2843
H 0.9031 2.7020 -1.1611
H 2.3519 3.6950 -1.2511
H 3.4589 0.6705 -3.0387
H 2.5119 2.1425 -3.2487
H 1.7010 0.6335 -2.8318
H -2.1939 -2.1358 1.4833
H -2.7005 -1.5311 3.0619
H -2.0053 -3.1509 2.9221
H 0.3177 -2.4063 0.9514
H 0.3900 -3.4767 2.3492
H 1.5086 -2.1178 2.2431
H -0.9882 -1.1332 4.8780
H 0.7432 -1.2096 4.5237
H -0.2087 -2.6867 4.5846
C -3.0793 -3.9518 -5.5869
Si -2.7443 -3.5797 -3.7713
C -1.8100 -5.0454 -3.0496
C -4.3749 -3.2495 -2.8854
C -1.7651 -1.9455 -3.6935
C -1.5890 -1.1538 -4.8211
C -1.0194 0.1167 -4.7462
C -0.6260 0.5818 -3.5137
N -0.7371 -0.1792 -2.4203
C -1.2973 -1.4050 -2.4760
S -1.4057 -2.1953 -0.9526
H -3.6806 -4.8607 -5.6543
H -2.1555 -4.1266 -6.1419
H -3.6372 -3.1547 -6.0821
H -2.3997 -5.9537 -3.1989
H -1.6251 -4.9334 -1.9839
H -0.8509 -5.1884 -3.5516
H -5.0303 -4.1197 -2.9718
H -4.8921 -2.3961 -3.3283
H -4.2196 -3.0448 -1.8263
H -1.9222 -1.5288 -5.7823
H -0.9021 0.7349 -5.6243
H -0.2418 1.5820 -3.3645
C -3.3731 4.7279 -1.3553
N -3.2191 3.5081 -0.5733
C -4.0557 3.1952 0.4469
C -3.8787 2.1041 1.2233
C -2.7424 1.2739 0.9571
O -2.3853 0.3265 1.7106
N -1.9880 1.5659 -0.1162
C -2.1442 2.6765 -0.8958
O -1.4166 2.9439 -1.8367
H -4.3054 5.2140 -1.0826
H -3.3833 4.4908 -2.4164
H -2.5392 5.4033 -1.1681
H -4.8730 3.8823 0.6188
H -4.5364 1.8683 2.0438
```

Net charge ... +1
Calculated total energy ... -3138.5090 Ha
E_HOMO ... -9.83 eV

---

(4)
C22H21BClF9N7O2RbS | ωB97M-V/def2-TZVPD

The geometry in XYZ format:
```
65
Properties=species:S:1:pos:R:3
Rb 1.9629 1.2247 -0.0751
F -1.1981 -4.1398 3.3595
C -1.7821 -3.9826 2.1541
C -2.0076 -2.6551 1.6741
F -1.8718 -1.5503 2.4680
C -2.2950 -2.4478 0.3497
F -2.5666 -1.1781 -0.0944
C -2.4736 -3.5350 -0.5691
S -2.4135 -3.3834 -2.2088
C -2.4729 -4.8379 0.0451
F -2.9019 -5.9565 -0.6340
C -2.2016 -5.0490 1.3853
F -2.0484 -6.2874 1.9697
F 1.6314 -0.3434 3.1839
B 2.9552 -0.0366 2.6684
F 3.0383 1.3351 2.4748
F 3.9928 -0.5183 3.4609
F 3.0233 -0.6528 1.3544
N 0.0331 1.4701 -5.0653
C -1.1969 1.9663 -4.9706
N -1.9727 2.0175 -6.0761
N -1.6697 2.5867 -3.8640
C -0.8787 2.5327 -2.8788
N -0.2748 2.6126 -1.8526
H 0.3925 0.8707 -5.7721
H 0.5716 1.4447 -4.2213
H -1.7633 1.6686 -7.0081
H -2.8866 2.3887 -5.9308
C -2.7956 -0.0655 5.1040
C -1.3059 0.1379 5.2652
N -0.6994 0.8393 4.0855
C -1.5038 1.3761 3.0773
N -0.8263 1.8745 2.0554
C -1.4943 2.3411 0.9708
C -3.0546 2.3409 1.0270
C -3.4026 2.6418 2.4784
N -2.8148 1.6205 3.3102
C -3.5314 1.1746 4.5038
H -3.2547 -0.3821 6.0574
H -2.9393 -0.9022 4.3953
H -0.7192 -0.7738 5.5489
H -1.2283 0.8047 6.1402
H 0.2767 0.5793 3.7500
H -1.1069 1.8596 0.0983
H -1.2348 3.4237 0.8773
H -3.4985 1.3754 0.7567
H -3.3593 3.2268 0.4166
H -4.4616 2.6725 2.6186
H -3.1007 3.6897 2.6725
H -4.5832 0.8810 4.2040
H -3.7704 2.0352 5.2090
Cl 8.3421 -2.3852 -3.5984
C 6.8384 -1.5470 -3.7511
C 5.6278 -2.2297 -3.9143
C 4.4315 -1.4976 -3.8129
C 4.4672 -0.1196 -3.5167
C 5.6793 0.5759 -3.5779
C 6.8498 -0.1177 -3.6564
C 3.2183 0.5529 -3.0500
O 2.1745 -0.0970 -2.9050
O 3.4911 1.7793 -2.7662
H 5.6128 -3.2894 -4.0515
H 3.4597 -1.9252 -3.9328
H 5.6280 1.6531 -3.6809
H 7.8634 0.3119 -3.7355
```

Net charge ... -2
Calculated total energy ... -3191.1704 Ha
E_HOMO ... -1.55 eV

---

(5)
CH4O3S | ωB97M-V/def2-TZVPD

The geometry in XYZ format:
```
9
Properties=species:S:1:pos:R:3
C 0.4789 0.2833 1.4317
O -4.3814 1.0420 -1.1338
O -4.2847 -0.9471 0.5030
O -3.2798 -1.1192 -0.5002
S -3.6168 0.3793 -0.1621
H -0.1705 -0.4931 1.0985
H 1.5798 0.2401 1.0946
H -0.0064 1.1967 1.1720
H 0.5060 0.4827 2.5415
```

Calculated total energy ... -664.2477 Ha
E_HOMO ... -11.63 eV

---

(6)
C24H32Br5FI2NO4S | ωB97M-V/def2-TZVPD

The geometry in XYZ format:
```
70
Properties=species:S:1:pos:R:3
C -1.3346 0.8416 -2.8019
C -0.4717 0.3513 -1.6509
C -1.1945 0.3305 -0.2882
C -1.4850 1.7723 0.1707
C -2.9572 2.0683 0.4602
C -3.8646 1.9145 -0.7539
S -3.8708 3.4768 -1.6919
C -0.4553 -0.5715 0.7287
F -0.9746 -1.8614 0.5455
C -0.6409 -0.2218 2.1904
C -2.0736 -0.2475 2.6508
O -2.9493 -0.8815 2.1911
I -2.4845 1.0369 4.3508
C 1.0110 -0.6414 0.3807
O 1.7694 -1.1936 1.4240
C 3.1481 -1.2207 1.2344
O 3.7093 -2.2629 1.2469
C 3.8905 0.0691 1.1863
C 3.8636 0.9769 0.1283
C 4.6297 2.1400 0.1585
C 5.4347 2.4162 1.2613
C 5.4583 1.5125 2.3186
C 4.6973 0.3477 2.2903
C 1.2194 -1.3423 -0.9687
Br 1.3037 -3.2692 -0.8821
N 0.1241 -1.0000 -1.9435
C 0.6555 -1.1268 -3.3291
C -0.3739 -1.7708 -4.2248
O -1.1732 -2.5265 -3.8113
I -0.2108 -1.2072 -6.2757
H -0.7035 1.1158 -3.6408
H -1.8562 1.7494 -2.5281
H -2.0614 0.0900 -3.1032
H 0.3693 1.0434 -1.5772
H -2.1471 -0.1686 -0.4666
H -0.8728 2.0920 1.0077
H -1.2191 2.4373 -0.6510
H -3.3583 1.4612 1.2653
H -3.0311 3.1000 0.7972
H -3.6230 1.0704 -1.3865
H -4.8770 1.7505 -0.4037
H -4.1905 3.0407 -2.9164
H -0.1080 -0.9634 2.7839
H -0.2069 0.7349 2.4539
H 1.3184 0.4053 0.2610
H 3.2694 0.7982 -0.7593
H 4.6210 2.8190 -0.6790
H 6.0434 3.3034 1.2893
H 6.1026 1.7301 3.1559
H 4.7867 -0.3280 3.1321
H 2.1690 -1.0228 -1.3744
H -0.6235 -1.6948 -1.7935
H 1.5278 -1.7742 -3.3542
H 0.9751 -0.1578 -3.6896
Br -5.2379 0.6772 -3.9200
C -7.1131 1.1547 -3.6625
C -7.5073 1.1152 -2.2123
Br -7.7080 -0.7062 -1.5652
H -7.6866 0.4688 -4.2764
H -7.2117 2.1639 -4.0559
H -8.4770 1.5871 -2.0728
H -6.7773 1.5962 -1.5714
Br 6.4182 -4.9811 6.0618
C 4.8348 -4.1887 5.2635
C 5.1864 -3.0528 4.3413
Br 5.6806 -1.4487 5.3353
H 4.1918 -3.8788 6.0806
H 4.3551 -4.9907 4.7070
H 4.3259 -2.7718 3.7388
H 6.0219 -3.2855 3.6898
```

Net charge ... +1
Calculated total energy ... -15252.7044 Ha
E_HOMO ... -11.68 eV